1.
2 unconnected molecules or ions with the total composition CH4N2O2. Source: OMol25; level of theory: ωB97M-V with the def2-TZVPD basis set.

```
! RIJCOSX wB97M-V def2-TZVPD def2/J DEFGRID3
* xyz 0 1
O 1.247 -0.434 -0.093
O -2.376 0.371 -0.282
N -1.526 -0.596 -0.139
N -0.721 -0.906 0.761
C 1.638 0.688 -0.248
H -1.332 -1.213 -0.935
H -0.646 -0.400 1.613
H 2.321 1.145 0.449
H 1.396 1.344 -1.127
*
```

Gap between HOMO and LUMO (spin up / spin down)   10.23 / 10.24 eV
LUMO level (spin up / spin down)   0.014 / 0.014 Eh
SMILES string   [H]/N=[NH+]\[O-].C=O

=====

2.
CH4N2O2 in the gas phase. Source: OMol25; level of theory: ωB97M-V with the def2-TZVPD basis set.

```
! RIJCOSX wB97M-V def2-TZVPD def2/J DEFGRID3
* xyz 0 1
O -2.146 0.017 0.040
O 1.732 -0.651 -0.193
N -0.781 -0.314 -0.117
N 1.433 0.695 -0.020
C 0.089 0.860 -0.047
H -2.516 -0.673 -0.708
H 2.626 -0.776 0.542
H 0.032 1.943 -0.179
H -0.470 -1.100 0.682
*
```

Gap between HOMO and LUMO   9.46 eV
LUMO level   0.025 Eh
SMILES string   O/N=C\NO

=====

3.
CH4N2O2 in the gas phase. Source: OMol25; level of theory: ωB97M-V with the def2-TZVPD basis set.

```
! RIJCOSX wB97M-V def2-TZVPD def2/J DEFGRID3
* xyz 0 1
O -1.404 0.359 -0.010
O 0.683 1.537 -0.213
N -1.040 -1.050 -0.099
N 1.148 0.275 0.367
C 0.324 -0.892 -0.150
H -0.357 1.383 -0.038
H 2.014 -0.029 -0.149
H -2.321 0.230 0.315
H 0.954 -1.813 -0.022
*
```

Gap between HOMO and LUMO   9.68 eV
LUMO level   0.016 Eh
SMILES string   O/N=C\NO

=====

4.
CH4N2O2 in the gas phase. Source: OMol25; level of theory: ωB97M-V with the def2-TZVPD basis set.

```
! RIJCOSX wB97M-V def2-TZVPD def2/J DEFGRID3
* xyz 0 1
O 0.619 1.292 -1.020
O -1.456 -0.780 1.264
N -0.236 0.013 0.748
N 0.783 0.007 -1.363
C 0.396 -0.614 -0.274
H 1.037 2.013 -1.728
H 0.281 -1.763 -0.215
H -1.086 -1.115 2.071
H -0.337 0.947 0.517
*
```

Gap between HOMO and LUMO   9.45 eV
LUMO level   0.025 Eh
SMILES string   O/N=C\NO

=====

Stability check: which of them is least stable? 2.

=====

1.
CH4N2O2 in the gas phase. Source: OMol25; level of theory: ωB97M-V with the def2-TZVPD basis set.

```
! RIJCOSX wB97M-V def2-TZVPD def2/J DEFGRID3
* xyz 0 1
O 1.242 0.504 -0.642
O 0.346 -1.722 -1.355
N -0.424 -1.151 -0.405
N 0.332 0.097 -0.042
C -0.356 0.809 0.952
H -0.199 1.833 0.802
H -1.401 0.414 0.926
H 0.449 -1.243 -2.127
H 0.011 0.459 1.892
*
```

Gap between HOMO and LUMO (spin up / spin down)   9.13 / 9.18 eV
LUMO level (spin up / spin down)   0.008 / 0.008 Eh
SMILES string   C/[N+]([O-])=N/O

=====

2.
CH4N2O2 in the gas phase. Source: OMol25; level of theory: ωB97M-V with the def2-TZVPD basis set.

```
! RIJCOSX wB97M-V def2-TZVPD def2/J DEFGRID3
* xyz 0 1
O -2.185 0.153 0.052
O 2.195 0.097 0.274
N -0.943 -0.343 0.088
N 1.079 -0.310 -0.510
C -0.063 0.466 -0.308
H -2.805 -0.619 0.339
H 1.618 0.292 1.159
H 0.166 1.588 -0.651
H 0.938 -1.325 -0.443
*
```

Gap between HOMO and LUMO   9.75 eV
LUMO level   0.032 Eh
SMILES string   O/N=C/NO

=====

3.
CH4N2O2 in the gas phase. Source: OMol25; level of theory: ωB97M-V with the def2-TZVPD basis set.

```
! RIJCOSX wB97M-V def2-TZVPD def2/J DEFGRID3
* xyz 0 1
O -0.801 0.667 -0.057
O 0.448 -1.492 0.000
N 1.558 0.559 -0.026
N -1.905 -0.097 0.036
C 0.592 -0.355 -0.102
H -1.959 -0.938 -0.572
H 2.515 0.484 0.178
H -1.870 -0.333 0.975
H 1.421 1.506 -0.433
*
```

Gap between HOMO and LUMO   9.34 eV
LUMO level   0.023 Eh
SMILES string   NOC(N)=O

=====

4.
A molecular structure, CH4N2O2. Source: OMol25; level of theory: ωB97M-V with the def2-TZVPD basis set.

```
! RIJCOSX wB97M-V def2-TZVPD def2/J DEFGRID3
* xyz 0 1
O 0.004 2.343 0.600
O 0.639 -1.522 -0.792
N -0.917 0.112 -0.205
N 0.240 1.508 -0.190
C 0.138 -0.682 0.187
H 0.256 -1.213 -1.629
H 0.121 -1.179 1.160
H -1.504 0.370 0.584
H 1.023 0.263 0.285
*
```

Gap between HOMO and LUMO   9.30 eV
LUMO level   -0.012 Eh

=====

Stability check: which of them is least stable? 1.

=====

1.
C3H6O4S in the gas phase. Source: OMol25; level of theory: ωB97M-V with the def2-TZVPD basis set.

```
! RIJCOSX wB97M-V def2-TZVPD def2/J DEFGRID3
* xyz 0 1
S -2.640 0.198 -0.227
O -1.059 -0.064 0.068
O 0.001 1.381 -1.725
O -3.237 -0.923 0.450
O -2.905 1.448 0.823
C 1.936 -0.421 0.619
C 1.351 -0.434 -0.823
C 0.183 0.456 -1.078
H 2.942 -0.957 0.614
H 2.128 -0.283 -1.620
H 0.738 -1.393 -0.987
H 2.326 0.635 0.825
H 1.371 -0.821 1.400
H -3.134 1.178 1.659
*
```

Gap between HOMO and LUMO   10.59 eV
LUMO level   0.020 Eh

=====

2.
C3H6O4S in the gas phase. Source: OMol25; level of theory: ωB97M-V with the def2-TZVPD basis set.

```
! RIJCOSX wB97M-V def2-TZVPD def2/J DEFGRID3
* xyz 0 1
S 2.700 -0.326 0.101
O 0.355 0.047 -1.172
O -0.049 -1.768 0.255
O -2.549 0.325 -0.274
O 1.116 1.831 0.275
C -1.419 0.213 0.579
C 1.049 0.386 -0.029
C -0.129 -0.466 0.099
H 0.864 2.262 -0.525
H -2.260 -0.164 -1.045
H -1.186 1.307 0.758
H 0.882 -2.108 0.154
H 2.295 -1.307 -0.685
H -1.667 -0.231 1.510
*
```

Gap between HOMO and LUMO   10.38 eV
LUMO level   0.014 Eh
SMILES string   OC[C@@]1(O)O[C@]1(O)S

=====

Stability check: which of them is least stable? 2.

=====

1.
A gas-phase ion, C3H9N3P (charge +1). Source: OMol25; level of theory: ωB97M-V with the def2-TZVPD basis set.

```
! RIJCOSX wB97M-V def2-TZVPD def2/J DEFGRID3
* xyz 1 1
P 1.801 0.368 -0.315
N -0.110 -1.472 -0.377
N 0.110 -0.299 -1.139
N 0.737 0.241 1.016
C -0.443 1.057 0.743
C 0.332 -1.153 1.010
C -0.894 0.686 -0.697
H 0.064 -0.492 -2.141
H -1.879 0.217 -0.700
H 1.538 1.718 -0.602
H -0.509 -1.301 1.692
H 0.389 -2.270 -0.761
H -0.185 2.113 0.831
H -0.898 1.546 -1.369
H -1.211 0.834 1.483
H 1.159 -1.794 1.325
*
```

Gap between HOMO and LUMO   10.43 eV
LUMO level   -0.155 Eh
SMILES string   C1C[N@@H+]2NCN1P2

=====

2.
A molecular structure, C3H9N3P. Source: OMol25; level of theory: ωB97M-V with the def2-TZVPD basis set.

```
! RIJCOSX wB97M-V def2-TZVPD def2/J DEFGRID3
* xyz 1 1
P -1.783 0.700 -0.168
N -0.735 -0.171 1.028
N -0.417 0.194 -1.225
N -0.774 -1.390 0.440
C 0.797 0.854 -0.756
C -0.296 -1.254 -0.863
C 0.997 0.637 0.838
H 0.564 1.912 -1.028
H -0.802 -1.980 -1.605
H -1.422 2.180 0.117
H 1.618 -0.128 1.262
H 0.746 1.565 1.313
H -0.123 -1.955 1.036
H 1.765 0.585 -1.432
H 0.889 -1.428 -0.930
H -1.023 -0.322 1.973
*
```

Gap between HOMO and LUMO   10.13 eV
LUMO level   -0.156 Eh

=====

Stability check: which of them is least stable? 2.

=====

1.
A gas-phase ion, C3H8N3 (charge +1). Source: OMol25; level of theory: ωB97M-V with the def2-TZVPD basis set.

```
! RIJCOSX wB97M-V def2-TZVPD def2/J DEFGRID3
* xyz 1 1
N -1.523 -0.128 0.263
N 1.560 1.082 0.209
N -0.473 0.225 -0.710
C 0.233 1.435 -0.341
C 1.923 -0.096 0.211
C 1.117 -1.192 -0.314
H -2.399 0.395 -0.003
H -1.155 0.179 1.182
H 0.548 1.951 -1.274
H -1.604 -1.104 0.160
H 2.950 -0.311 0.463
H 0.609 -1.864 0.356
H 1.129 -1.342 -1.310
H -0.159 2.120 0.484
*
```

Gap between HOMO and LUMO (spin up / spin down)   8.93 / 8.93 eV
LUMO level (spin up / spin down)   -0.182 / -0.182 Eh

=====

2.
A gas-phase ion, C3H8N3 (charge +1). Source: OMol25; level of theory: ωB97M-V with the def2-TZVPD basis set.

```
! RIJCOSX wB97M-V def2-TZVPD def2/J DEFGRID3
* xyz 1 1
N 1.222 1.480 0.283
N 0.382 -0.419 -0.834
N 0.454 1.071 1.140
C -1.641 -0.407 0.995
C 1.395 0.811 -0.926
C -0.164 -0.388 0.621
H -2.336 -0.654 0.085
H 0.875 1.455 -1.677
H -0.290 -0.351 -1.646
H -1.796 0.648 1.316
H 0.527 -1.198 1.140
H -1.855 -1.175 1.756
H 0.866 -1.322 -0.921
H 2.361 0.450 -1.333
*
```

Gap between HOMO and LUMO   10.41 eV
LUMO level   -0.154 Eh
SMILES string   C[C@@H]1N=NC[NH2+]1

=====

Stability check: which of them is least stable? 1.

=====

1.
A gas-phase ion, C3H8N3 (charge +1). Source: OMol25; level of theory: ωB97M-V with the def2-TZVPD basis set.

```
! RIJCOSX wB97M-V def2-TZVPD def2/J DEFGRID3
* xyz 1 1
N -1.833 -0.774 -0.350
N 1.332 -1.241 -0.060
N 0.605 0.995 -0.749
C 1.284 0.147 0.141
C -1.448 0.231 0.422
C -0.174 0.791 0.497
H 1.258 -1.514 -1.021
H 2.242 -1.450 0.349
H -0.148 1.625 1.216
H -1.121 -1.218 -0.902
H -2.152 0.637 1.160
H 2.069 0.672 0.894
H -2.815 -0.828 -0.619
H 0.903 1.926 -0.978
*
```

Gap between HOMO and LUMO   9.19 eV
LUMO level   -0.181 Eh
SMILES string   N[C@H]1N[C@H]1C=[NH2+]

=====

2.
2 unconnected molecules or ions with the total composition C3H8N3. Source: OMol25; level of theory: ωB97M-V with the def2-TZVPD basis set.

```
! RIJCOSX wB97M-V def2-TZVPD def2/J DEFGRID3
* xyz 1 1
N 1.585 0.360 -0.127
N 1.856 -0.284 0.930
N -0.591 1.373 0.271
C 0.507 -0.675 1.190
C -0.212 -0.733 -1.299
C 0.187 0.029 -0.138
H -0.091 1.766 1.003
H -0.524 2.068 -0.489
H -1.572 1.202 0.535
H -0.344 -1.727 -1.052
H -0.029 -0.380 2.078
H 0.364 -0.537 -2.234
H 0.053 -2.075 1.068
H -1.189 -0.387 -1.737
*
```

Gap between HOMO and LUMO   10.39 eV
LUMO level   -0.168 Eh

=====

3.
A gas-phase ion, C3H8N3 (charge +1). Source: OMol25; level of theory: ωB97M-V with the def2-TZVPD basis set.

```
! RIJCOSX wB97M-V def2-TZVPD def2/J DEFGRID3
* xyz 1 1
N 0.007 -1.410 0.367
N -1.735 0.015 -0.978
N 0.101 0.923 0.386
C 1.199 -1.118 0.101
C -0.794 -0.295 0.301
C 1.474 0.435 0.090
H -1.487 -0.301 1.069
H 2.030 -1.835 0.241
H -0.370 1.460 -0.422
H 2.176 0.721 0.822
H -2.665 -0.222 -0.619
H -1.390 -0.684 -1.654
H -0.328 1.496 1.184
H 1.784 0.817 -0.889
*
```

Gap between HOMO and LUMO   11.52 eV
LUMO level   -0.141 Eh
SMILES string   N[C@H]1N=CC[NH2+]1

=====

4.
A gas-phase ion, C3H8N3 (charge +1). Source: OMol25; level of theory: ωB97M-V with the def2-TZVPD basis set.

```
! RIJCOSX wB97M-V def2-TZVPD def2/J DEFGRID3
* xyz 1 1
N 2.009 0.095 0.370
N -1.479 -0.642 0.226
N -0.260 1.187 -0.028
C -1.432 0.687 0.209
C -0.167 -1.198 -0.106
C 0.747 -0.001 -0.324
H -0.145 -1.956 -0.925
H 0.966 0.229 -1.431
H -2.407 1.407 0.302
H 0.138 -1.939 0.777
H 0.022 2.166 -0.290
H 1.811 0.146 1.284
H 2.605 0.844 0.063
H -2.407 -1.023 -0.128
*
```

Gap between HOMO and LUMO   10.92 eV
LUMO level   -0.133 Eh
SMILES string   N[C@H]1CNC=[NH+]1

=====

Stability check: which of them is least stable? 2.